Record 1
{"formula": "C41H40AsF7IrNO6", "method": "ωB97M-V with the def2-TZVPD basis set", "species": ["Ir", "N", "C", "C", "C", "O", "O", "H", "H", "H", "H", "H", "H", "C", "C", "C", "O", "C", "C", "O", "C", "O", "C", "C", "C", "C", "C", "C", "C", "C", "C", "C", "C", "C", "C", "O", "C", "C", "C", "C", "C", "C", "C", "C", "C", "C", "C", "C", "H", "H", "H", "H", "H", "H", "H", "H", "H", "H", "H", "H", "H", "H", "H", "H", "H", "H", "H", "H", "H", "H", "H", "H", "H", "H", "H", "H", "F", "As", "F", "F", "F", "F", "F", "F", "C", "C", "C", "C", "C", "C", "C", "H", "H", "H", "H", "H", "H"], "coordinates": [[-1.160, 1.107, 0.498], [-2.299, 1.261, -1.205], [-3.703, 0.847, -1.023], [-4.363, 1.632, 0.096], [-3.980, 1.184, 1.497], [-4.807, 1.143, 2.386], [-2.730, 0.846, 1.716], [-2.226, 2.208, -1.584], [-1.827, 0.634, -1.852], [-3.689, -0.221, -0.809], [-4.237, 1.024, -1.956], [-5.446, 1.541, 0.021], [-4.128, 2.694, -0.016], [3.926, -3.000, -1.031], [2.883, -2.575, -0.016], [3.094, -3.221, 1.344], [2.927, -1.169, 0.119], [1.613, -0.631, 0.086], [0.770, -1.725, -0.578], [1.596, -2.886, -0.521], [-0.621, -2.012, 0.039], [-1.385, -0.850, 0.043], [-0.524, -2.627, 1.442], [-0.925, -1.903, 2.556], [-0.850, -2.459, 3.830], [-0.398, -3.757, 4.000], [-0.042, -4.506, 2.884], [-0.112, -3.949, 1.618], [-1.406, -2.993, -0.850], [-2.751, -3.186, -0.528], [-3.554, -4.013, -1.292], [-3.026, -4.669, -2.400], [-1.693, -4.488, -2.723], [-0.884, -3.656, -1.952], [1.626, 0.703, -0.703], [0.315, 1.171, -0.835], [2.184, 0.468, -2.116], [3.552, 0.301, -2.325], [4.051, 0.075, -3.597], [3.192, 0.019, -4.687], [1.833, 0.200, -4.491], [1.334, 0.424, -3.214], [2.500, 1.775, -0.035], [2.405, 3.070, -0.545], [3.128, 4.108, 0.014], [3.974, 3.869, 1.092], [4.090, 2.583, 1.594], [3.361, 1.540, 1.031], [4.920, -2.705, -0.693], [3.717, -2.524, -1.988], [3.900, -4.084, -1.152], [4.104, -3.007, 1.694], [2.961, -4.302, 1.276], [2.374, -2.829, 2.061], [1.260, -0.438, 1.107], [0.603, -1.461, -1.627], [-1.343, -0.915, 2.430], [-1.167, -1.873, 4.685], [-0.348, -4.194, 4.990], [0.285, -5.533, 3.001], [0.153, -4.542, 0.754], [-3.160, -2.667, 0.330], [-4.595, -4.146, -1.027], [-3.653, -5.314, -3.003], [-1.269, -4.993, -3.583], [0.157, -3.542, -2.220], [4.231, 0.355, -1.484], [5.118, -0.052, -3.739], [3.583, -0.152, -5.683], [1.152, 0.179, -5.333], [0.276, 0.588, -3.063], [1.739, 3.254, -1.380], [3.028, 5.109, -0.387], [4.538, 4.681, 1.533], [4.749, 2.384, 2.430], [3.472, 0.541, 1.432], [-1.507, 3.923, -2.230], [-2.943, 4.910, -2.471], [-2.629, 4.946, -4.168], [-2.006, 6.339, -2.222], [-4.390, 5.828, -2.677], [-3.247, 4.807, -0.748], [-3.845, 3.420, -2.666], [-1.024, 0.769, 5.721], [-0.916, 1.407, 4.535], [0.081, 1.070, 3.679], [0.161, 1.738, 2.434], [-0.768, 2.758, 2.109], [-0.858, 3.185, 0.732], [-1.775, 3.077, 3.065], [-1.846, 2.421, 4.254], [0.798, 0.306, 3.950], [1.069, 1.643, 1.853], [0.072, 3.383, 0.215], [-1.669, 3.856, 0.473], [-2.509, 3.830, 2.806], [-2.622, 2.637, 4.976]], "lowdin_spin": [0.68, 0.01, 0.00, 0.00, 0.00, 0.01, 0.03, 0.00, 0.00, 0.00, 0.00, 0.00, 0.00, 0.00, 0.00, 0.00, 0.00, 0.00, 0.00, 0.00, 0.01, 0.10, 0.00, 0.00, 0.00, 0.00, 0.00, 0.00, 0.00, 0.00, 0.00, 0.00, 0.00, 0.00, 0.00, 0.06, 0.00, 0.00, 0.00, 0.00, 0.00, 0.00, 0.00, 0.00, 0.00, 0.00, 0.00, 0.00, 0.00, 0.00, 0.00, 0.00, 0.00, 0.00, 0.00, 0.00, 0.00, 0.00, 0.00, 0.00, 0.00, 0.00, 0.00, 0.00, 0.00, 0.00, 0.00, 0.00, 0.00, 0.00, 0.00, 0.00, 0.00, 0.00, 0.00, 0.00, 0.00, 0.00, 0.00, 0.00, 0.00, 0.00, 0.00, 0.01, 0.02, 0.00, 0.02, 0.00, 0.00, 0.02, 0.00, 0.00, 0.00, 0.00, 0.00, 0.00, 0.00], "e_tot_ev": -139648.669, "homo_energy_ha": [-0.2294, -0.2303], "spin_multiplicity": 2, "total_charge": -1, "homo_lumo_gap_ev": [8.246, 6.697], "lumo_ev": [2.00, 0.43]}


Record 2
{"formula": "C4H7OP", "method": "ωB97M-V with the def2-TZVPD basis set", "species": ["C", "C", "C", "C", "O", "P", "H", "H", "H", "H", "H", "H", "H"], "coordinates": [[1.352, 1.442, 0.413], [0.912, 0.245, 1.229], [0.573, 0.410, -0.210], [-1.333, -1.450, -0.702], [-1.537, 0.839, -2.041], [-0.974, 0.302, -0.820], [0.940, 2.300, 0.714], [2.459, 1.689, 0.053], [1.763, -0.456, 1.473], [0.147, 0.327, 2.086], [-0.896, -1.944, -1.495], [-2.507, -1.681, -0.732], [-0.898, -2.022, 0.033]], "nbo_charge": [-0.42, -0.43, -0.54, -1.01, -1.01, 1.80, 0.21, 0.22, 0.22, 0.23, 0.25, 0.24, 0.24], "e_tot_ev": -15594.494, "homo_energy_ha": [-0.3270, -0.3270], "spin_multiplicity": 1, "homo_lumo_gap_ev": [8.307, 8.307], "lumo_ev": [-0.59, -0.59]}